1.
The following is a DFT calculation (the ωB97M-V functional and the def2-TZVPD basis) of a structure of composition C27H34HgN3O4SSi.

Its expectation value of S² is 0.757. As for the multiplicity: 2. As for the net charge: -2. For the lowest unoccupied orbital energy (spin up / spin down), the calculation gives 4.1069 / 4.1023 eV.

```
71
Properties=species:S:1:pos:R:3:lowdin_spin:R:1
Hg -1.846 -1.325 0.442 0.34
S -0.872 -2.073 3.723 0.02
Si -3.621 0.428 -0.227 0.25
O -0.922 -2.896 4.924 0.00
O -1.160 -0.659 3.894 0.00
O -2.133 -5.763 0.752 0.00
O -2.175 -3.665 -0.025 0.05
N 2.043 0.406 -2.470 0.00
N -1.679 -2.636 2.520 0.06
N 1.575 -1.531 -1.371 0.02
C -2.968 0.721 -3.014 0.01
C -2.471 1.333 -4.155 0.00
C 3.243 2.487 -3.061 0.00
C -1.531 -4.065 2.274 0.00
C -2.949 1.353 -1.765 0.02
C -3.789 3.747 3.136 0.00
C 0.860 -2.130 3.242 0.01
C 1.354 -1.160 2.377 0.02
C -4.477 3.925 1.941 0.00
C -2.383 2.631 -1.716 0.00
C 1.684 -3.169 3.647 0.00
C 3.492 -2.287 2.305 0.00
C 2.991 -3.245 3.178 0.00
C -3.047 2.590 3.330 0.00
C -2.001 -4.533 0.877 0.01
C -3.667 1.777 1.124 0.02
C -2.989 1.619 2.336 0.00
C 2.659 -1.238 1.921 0.00
C -1.885 3.256 -2.854 0.00
C 2.379 -0.881 -2.113 0.00
C 4.887 -2.397 1.745 0.00
C -1.929 2.612 -4.083 0.00
C 0.778 0.941 -1.958 0.01
C 3.710 -1.414 -2.603 0.00
C 0.898 1.461 -0.535 0.02
C -4.413 2.950 0.955 0.01
C 2.685 1.147 -3.529 0.00
H 5.334 -1.412 1.599 0.00
H 3.628 -4.066 3.493 0.00
H 1.961 1.325 -4.337 0.00
H -2.075 -4.660 3.012 0.00
H 1.655 2.247 -0.459 0.00
H 1.918 -2.451 -1.119 0.00
H 1.160 0.638 0.128 0.01
H -2.500 0.811 -5.106 0.00
H 3.694 -1.607 -3.678 0.00
H -2.339 3.152 -0.766 0.00
H 3.033 -0.484 1.235 0.00
H -0.480 -4.391 2.330 0.00
H 2.451 3.110 -2.644 0.00
H 1.291 -3.906 4.335 0.00
H -4.954 3.101 0.025 0.00
H -2.408 0.723 2.529 0.00
H -0.062 1.855 -0.199 0.01
H 3.996 2.337 -2.285 0.00
H 5.537 -2.973 2.406 0.00
H 4.877 -2.898 0.773 0.00
H 0.698 -0.358 2.062 0.02
H -5.064 4.824 1.780 0.00
H 4.523 -0.715 -2.396 0.00
H -1.455 4.250 -2.779 0.00
H -2.510 2.425 4.257 0.00
H 0.024 0.152 -1.979 0.01
H 3.699 3.028 -3.895 0.00
H -3.373 -0.284 -3.088 0.00
H -3.835 4.505 3.911 0.00
H -5.082 0.376 -0.642 0.06
H -1.538 3.095 -4.972 0.00
H 3.489 0.552 -3.958 0.00
H 0.456 1.733 -2.638 0.00
H 3.918 -2.352 -2.093 0.00
```

***

2.
The following is a DFT calculation (the ωB97M-V functional and the def2-TZVPD basis) of the molecule C27H34N2O7S in a non-equilibrium geometry.

As for the net charge: 0. For the lowest unoccupied orbital energy, the calculation gives 0.4833 eV.

```
71
Properties=species:S:1:pos:R:3:lowdin_charge:R:1
S -4.556 -0.778 0.652 0.97
O 1.969 2.261 -0.764 -0.07
O -0.915 2.492 -0.792 -0.08
O -3.780 -0.188 -0.438 -0.53
O 4.470 -3.000 0.327 -0.06
O -0.288 0.888 1.941 0.14
O 4.502 -0.461 0.809 -0.06
O -3.993 -3.902 -1.066 0.06
N -2.139 -2.677 -0.615 0.08
N -1.497 -0.947 1.748 0.17
C -1.367 -3.107 -1.753 -0.16
C 2.079 -3.150 0.770 0.00
C -0.290 1.366 -1.266 -0.18
C -1.894 2.636 2.519 0.01
C 3.274 -2.455 0.668 -0.19
C -2.268 2.705 -1.166 -0.24
C 2.808 4.450 -0.424 -0.06
C -2.610 4.163 -0.894 -0.05
C -2.332 0.092 2.070 -0.28
C -0.998 0.279 -1.763 0.03
C -3.963 -2.526 0.904 -0.22
C 4.570 0.935 0.997 -0.07
C 4.525 -4.375 0.041 -0.08
C 1.739 0.162 -1.738 0.00
C -0.367 -0.854 -2.255 -0.23
C -0.299 -0.432 1.680 -0.27
C 0.906 -2.498 1.113 -0.02
C -3.788 -0.088 2.229 -0.23
C 1.561 3.615 -0.675 -0.24
C 3.294 -1.063 0.933 -0.20
C -1.186 -1.993 -2.793 -0.12
C -1.578 1.229 2.178 -0.24
C 1.018 -0.906 -2.232 -0.03
C 1.114 1.307 -1.253 -0.20
C 0.919 -1.133 1.358 -0.14
C 2.122 -0.423 1.280 0.04
C -3.389 -3.105 -0.377 -0.56
H 3.888 -4.636 -0.811 0.10
H 4.237 -4.979 0.908 0.10
H 5.601 1.208 0.779 0.10
H 3.522 4.307 -1.232 0.08
H -0.693 -2.421 -3.667 0.12
H -1.951 4.814 -1.463 0.08
H 1.538 -1.773 -2.611 0.12
H -0.385 -3.445 -1.406 0.11
H 0.845 3.744 0.144 0.12
H 2.048 -4.211 0.579 0.11
H -2.929 2.039 -0.599 0.10
H 1.079 3.925 -1.610 0.13
H -3.638 4.353 -1.190 0.08
H -3.203 -2.528 1.680 0.07
H -0.017 -3.048 1.196 0.11
H -1.280 3.295 1.909 0.07
H -1.675 2.836 3.569 0.09
H 2.541 5.501 -0.367 0.08
H -4.042 -0.789 3.021 0.09
H -2.393 2.489 -2.234 0.13
H 3.896 1.464 0.317 0.07
H -2.498 4.396 0.160 0.06
H 5.564 -4.580 -0.211 0.10
H -4.844 -3.089 1.205 0.09
H 3.279 4.151 0.509 0.07
H -1.752 -1.949 -0.026 0.09
H 2.817 0.138 -1.729 0.12
H -4.273 0.869 2.416 0.08
H 2.108 0.635 1.476 0.12
H -1.908 -3.946 -2.200 0.12
H -2.075 0.295 -1.743 0.09
H 4.335 1.209 2.031 0.10
H -2.172 -1.634 -3.088 0.12
H -2.945 2.842 2.334 0.08
```

***

3.
The following is a DFT calculation (the ωB97M-V functional and the def2-TZVPD basis) of a structure of composition C27H35AsClMoN5O7SSe in a non-equilibrium geometry.

Its expectation value of S² is 2.025. As for the multiplicity: 3. As for the net charge: +2. For the lowest unoccupied orbital energy (spin up / spin down), the calculation gives -6.7329 / -8.4201 eV.

```
79
Properties=species:S:1:pos:R:3:lowdin_spin:R:1
Mo 0.717 0.478 0.124 0.96
Se 1.591 -1.167 -3.498 0.69
As 0.418 -2.053 0.216 0.00
Cl 3.275 8.982 2.283 0.00
S 2.823 0.493 1.658 0.01
O -0.464 -2.790 1.360 0.01
O -0.031 0.791 -1.322 -0.05
O -2.893 3.638 5.952 0.00
O 1.634 -0.305 2.097 0.00
O 2.850 -0.137 -0.037 0.01
O 2.148 1.765 1.164 0.02
O -0.165 -2.490 -1.394 0.02
N -2.111 1.823 2.913 0.02
N 0.397 0.606 -5.385 0.05
N -0.912 1.047 1.291 0.02
N 2.044 1.562 -4.347 0.04
N -2.898 1.909 1.809 0.01
C 1.052 7.555 1.718 0.00
C -2.158 1.445 0.852 0.01
C -2.667 3.795 4.546 0.00
C -1.342 4.566 4.364 0.00
C -4.266 5.747 4.773 0.00
C 1.339 0.410 -4.431 0.02
C 0.452 5.504 2.851 0.00
C 2.476 6.682 3.455 0.00
C -3.898 4.530 3.905 0.00
C 0.503 1.866 -5.878 0.06
C 1.543 2.467 -5.227 0.07
C -0.606 -0.381 -5.807 0.00
C -2.536 2.280 4.243 0.00
C -0.946 1.303 2.609 0.02
C -0.517 4.371 3.078 0.00
C 0.189 6.483 1.900 0.00
C 3.238 -1.528 -0.063 0.00
C 2.282 -2.510 0.095 0.00
C 4.579 -1.797 -0.224 0.00
C -3.622 5.065 2.495 0.00
C 2.190 7.646 2.501 0.00
C -5.126 3.613 3.866 0.00
C 4.032 -4.145 -0.081 0.00
C 4.969 -3.131 -0.239 0.00
C 1.604 5.618 3.624 0.00
C 3.126 1.843 -3.402 0.00
C 2.689 -3.840 0.086 0.00
H 2.711 2.225 -2.471 0.00
H -0.712 4.309 5.219 0.00
H 1.829 4.867 4.374 0.00
H -0.143 2.238 -6.653 0.00
H -4.719 5.455 5.722 0.00
H -1.295 0.115 -6.483 0.00
H 3.777 2.590 -3.845 0.00
H 4.350 -5.178 -0.089 0.00
H -0.742 -3.265 -1.307 0.00
H -1.789 1.888 4.934 0.00
H -0.114 -1.205 -6.318 0.00
H -3.333 4.289 1.791 0.00
H -5.038 2.835 3.107 0.00
H 3.368 6.770 4.059 0.00
H -3.421 6.409 4.969 0.00
H -6.011 4.202 3.622 0.00
H -1.139 -0.750 -4.935 0.00
H -5.015 6.340 4.248 0.00
H -0.704 6.415 1.288 0.00
H -4.540 5.515 2.112 0.00
H -3.480 1.789 4.464 0.00
H 6.014 -3.377 -0.374 0.00
H -1.562 5.631 4.464 0.00
H 3.685 0.932 -3.214 0.00
H -1.164 4.290 2.204 0.00
H -0.167 1.076 3.316 0.00
H -5.303 3.148 4.837 0.00
H -2.475 1.365 -0.174 0.00
H 1.961 -4.631 0.221 0.00
H -3.108 4.494 6.337 0.00
H 0.843 8.318 0.981 0.00
H -2.860 5.846 2.501 0.00
H 1.964 3.451 -5.344 0.00
H 5.298 -0.995 -0.332 0.00
H 0.066 3.449 3.154 0.00
```

***

4.
The following is a DFT calculation (the ωB97M-V functional and the def2-TZVPD basis) of a structure of composition C27H35AsMnN4O7 in a non-equilibrium geometry.

Its expectation value of S² is 6.122. As for the multiplicity: 5. As for the net charge: +1. For the lowest unoccupied orbital energy (spin up / spin down), the calculation gives -4.1896 / -5.1158 eV.

```
75
Properties=species:S:1:pos:R:3:lowdin_spin:R:1
As -1.213 0.879 0.961 0.00
Mn 1.402 -1.118 -1.582 2.01
O 2.613 -0.719 1.258 0.32
O 1.998 -1.432 -3.391 0.05
O -0.178 0.419 -0.272 0.03
O -0.707 -0.643 -3.318 -0.02
O 4.451 -1.265 -3.253 0.09
O 1.011 1.171 -3.079 0.32
O 1.244 -2.751 0.885 0.01
N 0.760 -2.482 -0.337 0.03
N 2.588 -0.354 0.016 0.18
N -0.290 -1.419 -2.296 -0.06
N 1.701 0.669 -2.101 0.16
C 2.726 1.336 -1.547 0.02
C -3.104 -2.355 2.887 0.00
C -2.332 -2.730 -2.377 0.01
C -2.850 1.451 0.096 0.00
C -0.454 -3.000 -0.618 0.01
C -3.991 2.014 -1.955 0.00
C -2.822 -1.287 2.022 0.00
C 1.569 3.192 3.099 0.00
C 4.132 1.465 0.647 0.00
C 3.287 2.548 -2.179 0.00
C -4.013 1.705 0.824 0.00
C -2.117 -2.799 3.785 0.00
C -5.166 2.260 -1.238 0.00
C -0.576 -1.138 2.928 0.00
C -1.200 -3.955 0.242 0.00
C -0.383 4.593 2.754 0.00
C -1.016 -2.413 -1.793 0.05
C 3.197 0.809 -0.307 0.04
C -5.175 2.102 0.161 0.00
C 3.946 -2.496 -1.779 0.60
C 0.905 4.413 3.280 0.00
C -0.866 -2.196 3.799 0.00
C 0.950 2.152 2.398 0.00
C -0.345 2.339 1.898 0.00
C -1.008 3.558 2.059 0.00
C -1.583 -0.664 2.070 0.00
C -2.832 1.604 -1.300 0.00
H -0.086 -2.535 4.489 0.00
H 4.726 0.710 1.187 0.00
H 4.853 -2.005 -2.119 0.02
H 4.041 2.265 -2.939 0.00
H 1.463 1.200 2.242 0.00
H 3.357 -1.346 -3.446 0.00
H 3.841 -2.857 -0.703 0.06
H -0.905 5.545 2.894 0.00
H 1.387 5.217 3.832 0.00
H -1.910 1.398 -1.843 0.00
H 1.357 -1.260 -4.104 0.00
H -2.310 -2.464 -3.439 0.00
H -3.976 2.142 -3.044 0.00
H -3.586 -0.937 1.318 0.00
H -2.342 -3.626 4.465 0.00
H -1.302 -4.922 -0.269 0.00
H -4.018 1.587 1.916 0.00
H -2.545 -3.789 -2.252 0.00
H -6.088 2.287 0.726 0.00
H -0.729 -4.100 1.213 0.00
H -4.082 -2.830 2.864 0.00
H -2.222 -3.592 0.407 0.00
H 3.604 2.082 1.394 0.00
H 3.437 -3.201 -2.513 0.03
H 2.567 3.037 3.514 0.00
H 2.498 3.122 -2.675 0.00
H -3.095 -2.122 -1.876 0.00
H -0.008 0.195 -3.221 0.00
H -6.071 2.570 -1.752 0.00
H 5.030 -1.576 -3.989 0.01
H -2.017 3.685 1.643 0.00
H 3.776 3.154 -1.407 0.00
H 1.879 -1.952 1.108 0.00
H 0.402 -0.673 2.928 0.00
H 4.819 2.128 0.105 0.00
```

***

5.
The following is a DFT calculation (the ωB97M-V functional and the def2-TZVPD basis) of a structure of composition C27H35Br2CsN2.

As for the net charge: 0. For the lowest unoccupied orbital energy, the calculation gives -0.8000 eV.

```
67
Properties=species:S:1:pos:R:3:lowdin_charge:R:1
Cs 0.312 0.477 0.137 1.16
Br -1.622 -7.110 -0.202 0.78
Br -7.175 -1.718 -0.259 0.78
N -0.719 -2.560 -0.027 0.06
N -2.656 -0.676 -0.092 0.05
C 0.433 0.561 3.841 -0.54
C 2.432 0.937 2.281 -0.19
C -2.280 -4.352 -0.178 -0.06
C 1.277 1.453 2.914 -0.26
C 4.135 1.638 0.454 -0.57
C -5.341 -1.282 -0.189 -0.67
C 0.270 3.981 2.879 -0.54
C 5.386 1.628 1.345 -0.05
C -1.157 3.721 3.368 -0.06
C 4.073 0.302 -0.301 -0.07
C 0.063 -4.828 -0.020 -0.09
C -4.945 0.039 -0.127 -0.09
C -4.398 -2.294 -0.195 -0.06
C -3.580 0.276 -0.080 -0.13
C -1.243 -5.263 -0.127 -0.67
C 0.951 -0.888 3.802 -0.08
C 0.147 5.043 1.773 -0.07
C -1.046 0.458 3.423 -0.07
C 1.053 4.616 4.042 -0.04
C 0.259 -3.456 0.025 -0.12
C 1.062 2.768 2.371 -0.22
C 0.499 1.031 5.301 -0.04
C 4.273 2.765 -0.571 -0.06
C 2.901 1.839 1.314 -0.35
C -3.051 -1.951 -0.142 -0.20
C 2.066 2.957 1.382 -0.12
C -1.976 -2.996 -0.120 -0.20
H 2.798 -0.076 2.384 0.09
H 3.940 -0.534 0.389 0.07
H -4.724 -3.321 -0.236 0.10
H -1.541 -0.316 4.019 0.09
H -1.590 1.380 3.582 0.04
H 1.116 5.442 1.480 0.07
H 0.881 -1.293 2.787 0.06
H -1.761 3.237 2.596 0.08
H 4.386 3.730 -0.075 0.08
H 5.320 0.825 2.080 0.08
H 0.549 5.514 4.415 0.08
H 5.465 2.571 1.888 0.09
H 4.994 0.131 -0.866 0.08
H 0.107 2.042 5.415 0.06
H 2.219 3.867 0.822 0.09
H 3.248 0.297 -1.021 0.05
H -3.296 -4.706 -0.258 0.10
H -0.458 5.881 2.129 0.08
H 1.538 1.038 5.636 0.09
H 0.341 -1.513 4.459 0.08
H -5.659 0.849 -0.112 0.11
H -1.194 0.182 2.374 0.00
H 6.296 1.487 0.753 0.08
H -0.334 4.628 0.883 0.08
H 1.267 -3.063 0.110 0.11
H 1.156 3.909 4.866 0.07
H 5.151 2.605 -1.203 0.08
H -1.631 4.675 3.614 0.08
H -0.075 0.369 5.956 0.08
H 3.392 2.820 -1.216 0.08
H 2.056 4.891 3.713 0.09
H 0.893 -5.516 0.028 0.11
H -3.215 1.297 -0.024 0.11
H -1.180 3.115 4.271 0.06
H 1.985 -0.961 4.136 0.08
```

***

6.
The following is a DFT calculation (the ωB97M-V functional and the def2-TZVPD basis) of a structure of composition C27H35CeN6O4S in a non-equilibrium geometry.

As for the net charge: +1. For the lowest unoccupied orbital energy (spin up / spin down), the calculation gives -6.2444 / -6.2726 eV.

```
74
Properties=species:S:1:pos:R:3:lowdin_charge:R:1
Ce -0.013 -0.305 0.007 1.15
S -2.153 -0.264 -1.796 0.75
O -2.566 -7.718 0.130 0.03
O 1.072 -2.359 -0.368 -0.23
O 1.033 -4.640 -0.753 0.09
O -3.315 -7.042 2.167 -0.04
N 0.981 -1.012 2.371 -0.14
N 0.701 0.306 -2.581 0.06
N -1.609 -2.729 0.639 0.03
N -0.412 2.436 -0.232 -0.10
N 2.292 1.170 0.826 -0.09
N -1.600 0.687 1.850 -0.12
C -0.221 0.960 -3.351 -0.25
C 1.576 1.942 -4.707 0.04
C 3.004 -0.500 -2.232 -0.01
C 0.509 -3.575 -0.356 -0.47
C 2.315 -0.492 2.735 -0.16
C -1.403 -5.041 -0.010 0.09
C 2.492 1.339 -3.840 -0.01
C -1.579 0.842 -3.007 -0.61
C -0.825 2.338 -5.303 0.00
C -2.304 1.831 1.199 -0.17
C 2.015 0.441 -2.872 -0.32
C -2.554 1.487 -3.781 -0.10
C 2.243 2.542 1.430 -0.16
C 3.012 0.132 1.545 -0.21
C -2.479 -5.474 0.781 -0.07
C -0.909 -3.751 0.128 -0.21
C -2.823 -6.896 0.996 -0.70
C 1.805 3.607 0.429 -0.15
C -3.171 -4.434 1.404 0.02
C 0.061 -1.330 3.458 -0.20
C -0.623 -0.105 4.072 -0.13
C -1.360 2.965 0.730 -0.18
C -0.842 1.051 3.090 -0.16
C 0.742 3.310 -0.606 -0.18
C -2.214 2.163 -4.967 -0.02
C -2.758 -3.107 1.274 -0.12
C 0.164 1.777 -4.492 -0.14
H 0.576 -1.924 4.191 0.13
H 2.756 1.337 -0.065 0.10
H 3.698 -0.841 -2.992 0.10
H 2.637 3.792 -0.257 0.12
H 0.382 4.304 -0.827 0.13
H -3.065 2.470 -5.596 0.12
H -3.054 2.190 1.915 0.13
H -0.867 3.481 1.547 0.12
H -4.064 -4.618 2.007 0.13
H -2.930 1.429 0.390 0.10
H 1.592 4.555 0.945 0.13
H -2.244 -0.078 1.987 0.11
H 1.125 2.979 -1.550 0.10
H 1.601 2.464 2.277 0.08
H 2.371 -1.355 -1.816 0.09
H -1.495 -0.585 4.543 0.13
H -3.382 -2.320 1.680 0.10
H -1.441 1.782 3.631 0.13
H -0.603 2.984 -6.139 0.12
H 1.938 2.554 -5.525 0.13
H 1.146 -1.960 1.980 0.12
H -2.039 3.731 0.326 0.14
H 3.248 2.822 1.810 0.14
H 3.671 0.099 -1.551 0.10
H 0.106 1.492 2.826 0.08
H 3.580 1.677 -3.850 0.15
H 3.970 0.519 1.951 0.14
H -0.673 -1.987 2.948 0.12
H 0.082 0.146 4.878 0.12
H -0.879 -5.737 -0.620 0.13
H 3.281 -0.655 0.867 0.12
H -3.606 1.480 -3.417 0.12
H -0.983 2.365 -1.101 0.11
H 3.024 -1.332 2.979 0.16
H 2.254 0.190 3.622 0.14
```